DFT (ωB97M-V/def2-TZVPD) results for 3 unconnected molecules or ions with the total composition C4H9NO.

For the total energy, the calculation gives -287.5846 a.u. The value obtained for the lowest unoccupied orbital energy (spin up / spin down) is 0.52 / 0.55 eV. As for the net charge: 0.

XYZ file:
```
15
C4H9NO, DFT ωB97M-V/def2-TZVPD
C 1.004 -1.772 1.088
C 1.306 -0.854 -0.073
N -0.024 0.569 -1.027
C -0.182 0.726 0.226
O 0.054 1.241 1.253
C -1.812 1.826 -0.804
H 1.851 -2.456 1.246
H 0.117 -2.391 0.913
H 0.853 -1.215 2.019
H 2.124 -0.159 0.105
H 1.416 -1.360 -1.030
H -0.617 -0.163 -1.392
H -2.544 1.248 -1.365
H -1.404 2.670 -1.356
H -2.143 2.091 0.197
```

---

DFT (ωB97M-V/def2-TZVPD) results for C4H9NO in the gas phase.

For the total energy, the calculation gives -287.7096 a.u. The value obtained for the lowest unoccupied orbital energy is 0.96 eV. As for the net charge: 0.

XYZ file:
```
15
C4H9NO, DFT ωB97M-V/def2-TZVPD
C -2.270 0.819 0.039
C -1.166 -0.155 -0.191
N -0.092 0.154 -0.922
C 1.143 -0.330 -0.742
C 1.519 -0.846 0.600
O 2.859 -0.508 0.919
H -2.163 1.328 1.009
H -2.283 1.606 -0.727
H -3.250 0.327 0.043
H -1.122 -1.091 0.348
H -0.218 0.854 -1.653
H 1.858 -0.259 -1.552
H 1.460 -1.934 0.742
H 0.791 -0.407 1.318
H 2.934 0.444 0.769
```

---

DFT (ωB97M-V/def2-TZVPD) results for 2 unconnected molecules or ions with the total composition C4H9NO.

For the total energy, the calculation gives -287.7197 a.u. The value obtained for the lowest unoccupied orbital energy is 0.71 eV. As for the net charge: 0.

XYZ file:
```
15
C4H9NO, DFT ωB97M-V/def2-TZVPD
N -0.473 2.003 -0.417
C -0.343 0.865 -1.200
C 0.755 0.072 -1.043
C 1.460 -0.409 0.137
C 2.395 -1.358 -0.063
H -1.210 2.655 -0.615
H 0.392 2.414 -0.118
H -1.253 0.581 -1.722
H 0.997 -0.436 -1.968
H 1.365 0.046 1.117
H 2.696 -1.595 -1.073
H 2.670 -2.008 0.748
H -1.880 -0.974 1.778
H -3.264 -0.356 1.666
O -2.812 -1.164 1.922
```

---

DFT (ωB97M-V/def2-TZVPD) results for C4H9NO in the gas phase.

For the total energy, the calculation gives -287.7316 a.u. The value obtained for the lowest unoccupied orbital energy is 0.65 eV. As for the net charge: 0.

XYZ file:
```
15
C4H9NO, DFT ωB97M-V/def2-TZVPD
C 0.310 -0.537 -1.411
C -0.050 0.578 -0.336
C -1.568 0.460 0.135
C 0.697 0.612 1.064
H 1.273 -0.270 -2.004
H -0.492 -0.737 -2.248
H 0.372 -1.589 -0.860
H -0.009 1.623 -0.680
H -2.189 0.524 -0.764
H -1.790 -0.609 0.601
H -1.940 1.370 0.774
H 1.902 -0.898 2.096
H 1.480 -1.492 0.408
N 1.263 -0.692 1.354
O 0.740 1.657 1.870
```

---

DFT (ωB97M-V/def2-TZVPD) results for 2 unconnected molecules or ions with the total composition C4H9NO.

For the total energy, the calculation gives -287.8013 a.u. The value obtained for the lowest unoccupied orbital energy is 0.84 eV. As for the net charge: 0.

XYZ file:
```
15
C4H9NO, DFT ωB97M-V/def2-TZVPD
C -1.716 0.634 0.168
C -1.566 -0.621 -0.682
N -0.450 -1.446 -0.284
C 0.194 -1.686 0.702
O 0.899 -1.999 1.593
C 2.360 0.770 -0.055
H -2.579 1.217 -0.168
H -0.822 1.262 0.095
H -1.870 0.374 1.221
H -2.476 -1.230 -0.635
H -1.417 -0.354 -1.733
H 1.725 0.375 -0.853
H 3.366 0.941 -0.445
H 2.405 0.049 0.765
H 1.948 1.714 0.311
```

---

DFT (ωB97M-V/def2-TZVPD) results for 2 unconnected molecules or ions with the total composition C4H9NO.

For the total energy, the calculation gives -287.7204 a.u. The value obtained for the lowest unoccupied orbital energy is 0.82 eV. As for the net charge: 0.

XYZ file:
```
15
C4H9NO, DFT ωB97M-V/def2-TZVPD
C -1.520 0.319 1.900
C -2.137 0.387 0.713
N -1.700 -0.257 -0.370
H -0.408 0.082 2.016
H -2.018 0.876 2.672
H -3.042 1.015 0.473
H -1.170 -1.054 -0.473
H -2.034 -0.032 -1.289
O 2.353 1.513 -1.179
C 2.058 0.376 -1.536
C 1.918 -0.686 -0.361
H 1.758 0.104 -2.535
H 1.604 -0.239 0.581
H 2.919 -0.863 -0.002
H 1.419 -1.541 -0.610
```

---

DFT (ωB97M-V/def2-TZVPD) results for 3 unconnected molecules or ions with the total composition C4H9NO.

For the total energy, the calculation gives -287.5485 a.u. The value obtained for the lowest unoccupied orbital energy (spin up / spin down) is 0.05 / 0.05 eV. As for the net charge: 0.

XYZ file:
```
15
C4H9NO, DFT ωB97M-V/def2-TZVPD
C -0.321 1.225 0.749
C -0.280 -0.094 0.185
C -0.743 -0.239 -1.252
O -0.519 -1.507 -1.795
C 1.096 -0.453 0.532
N 0.137 -1.421 0.799
H 0.986 1.554 0.027
H -0.982 1.966 0.299
H -0.168 1.358 1.817
H -1.808 0.040 -1.306
H -0.173 0.497 -1.840
H -0.451 -2.115 -1.042
H 1.618 -0.038 1.396
H 1.632 0.849 -0.356
H -0.023 -1.622 1.787
```

---

DFT (ωB97M-V/def2-TZVPD) results for 2 unconnected molecules or ions with the total composition C4H9NO.

For the total energy, the calculation gives -287.6828 a.u. The value obtained for the lowest unoccupied orbital energy is 0.79 eV. As for the net charge: 0.

XYZ file:
```
15
C4H9NO, DFT ωB97M-V/def2-TZVPD
C 1.720 -0.245 -0.086
N 0.447 0.425 -0.400
C -0.061 0.204 -1.609
C -0.076 1.166 0.578
C -1.788 -0.898 1.007
O -2.529 -0.763 1.950
H 2.537 0.470 -0.203
H 1.862 -1.091 -0.758
H 1.687 -0.601 0.945
H 0.505 -0.385 -2.315
H -2.007 -0.500 -0.005
H -0.937 0.763 -1.910
H -0.940 1.779 0.362
H 0.450 1.232 1.518
H -0.860 -1.507 1.063
```